Density functional theory data (ωB97M-V with the def2-TZVPD basis set) for a structure of composition C37H43IrN3O4PS5 at a distorted geometry.

2S+1: 5
energy: -4337.4845 hartree
highest occupied orbital energy (spin up / spin down): -6.270 / -7.915 eV

Last column: Mulliken charge in e.
Atoms and positions in Å:
Ir  -0.415  0.501  0.046  2.13
C  -0.473  -2.137  3.310  -1.41
C  -1.183  -1.253  2.326  0.92
N  -0.639  -0.063  2.091  0.12
N  0.233  0.367  3.042  -1.11
C  1.141  1.209  2.675  0.64
S  1.513  1.713  1.093  -0.32
S  2.168  1.854  3.980  -0.23
C  2.693  0.267  4.713  -0.86
C  3.813  -0.363  3.943  0.60
C  5.132  -0.180  4.341  -0.70
C  6.173  -0.732  3.613  -0.58
C  5.905  -1.475  2.473  -0.79
C  4.592  -1.661  2.067  -0.65
C  3.552  -1.108  2.797  0.92
C  -2.409  -1.664  1.692  0.48
C  -3.062  -2.825  2.187  -1.37
C  -4.280  -3.247  1.732  -1.12
C  -4.925  -2.512  0.723  -0.69
C  -4.339  -1.395  0.205  -0.66
C  -3.070  -0.930  0.651  0.50
O  -2.592  0.114  0.064  -0.16
H  0.599  -2.017  3.173  0.20
H  -0.721  -3.183  3.173  0.52
H  -0.707  -1.834  4.333  0.25
H  1.810  -0.368  4.757  0.16
H  2.996  0.506  5.732  0.57
H  5.344  0.403  5.230  0.39
H  7.195  -0.582  3.936  0.36
H  6.716  -1.909  1.904  0.43
H  4.371  -2.241  1.181  0.31
H  2.532  -1.244  2.455  -0.13
H  -2.600  -3.384  2.985  0.39
H  -4.746  -4.126  2.153  0.41
H  -5.892  -2.834  0.356  0.45
H  -4.815  -0.811  -0.571  0.47
O  0.877  -1.092  -0.110  -0.14
C  1.473  -1.590  -1.272  2.37
C  0.425  -1.875  -2.332  -0.77
C  0.531  -1.900  -3.689  -0.28
C  -0.672  -2.307  -4.324  -1.01
C  -1.659  -2.590  -3.429  -0.61
S  -1.139  -2.365  -1.814  -0.02
C  2.124  -2.902  -0.892  -0.71
C  2.973  -3.697  -1.600  -0.51
C  3.298  -4.895  -0.913  -0.86
C  2.679  -4.981  0.296  -0.65
S  1.705  -3.610  0.613  0.09
C  2.518  -0.608  -1.755  -0.19
C  3.855  -0.602  -1.499  -0.56
C  4.496  0.586  -1.936  -0.96
C  3.627  1.457  -2.516  -0.73
S  2.034  0.834  -2.558  0.29
H  1.425  -1.614  -4.218  0.65
H  -0.789  -2.382  -5.394  0.42
H  -2.658  -2.936  -3.632  0.72
H  3.344  -3.439  -2.580  0.57
H  3.961  -5.652  -1.303  0.43
H  2.750  -5.774  1.018  0.51
H  4.362  -1.411  -0.995  0.50
H  5.550  0.780  -1.818  0.44
H  3.840  2.418  -2.948  0.52
C  -4.007  2.805  0.706  -1.38
C  -3.083  3.179  -0.448  -0.67
P  -1.302  2.876  -0.106  0.11
C  -1.019  3.874  1.411  -0.40
C  -1.525  5.312  1.393  -1.34
C  -0.401  3.749  -1.455  -0.06
C  -1.126  4.857  -2.210  -1.43
H  -5.044  3.003  0.433  0.43
H  -3.788  3.393  1.595  0.36
H  -3.911  1.753  0.960  0.05
H  -3.202  4.238  -0.688  0.66
H  -3.341  2.619  -1.347  0.16
H  0.058  3.857  1.586  0.55
H  -1.464  3.314  2.238  0.46
H  -1.032  5.897  0.618  0.27
H  -1.309  5.790  2.348  0.41
H  -2.600  5.373  1.233  0.31
H  -0.101  2.971  -2.156  -0.01
H  0.522  4.122  -1.001  0.58
H  -1.987  4.465  -2.751  0.27
H  -0.454  5.301  -2.946  0.47
H  -1.477  5.655  -1.557  0.30
N  -4.129  -0.126  -3.171  -0.57
C  -3.273  0.188  -4.308  -0.84
C  -1.952  0.809  -3.868  0.48
O  -1.123  1.199  -4.644  -0.65
O  -1.793  0.877  -2.542  0.41
H  -4.280  -1.119  -3.064  0.18
H  -5.025  0.337  -3.219  0.22
H  -2.622  0.541  -2.115  -0.08
H  -3.740  0.889  -5.004  0.46
H  -3.007  -0.702  -4.883  0.32

=====

Density functional theory data (ωB97M-V with the def2-TZVPD basis set) for a structure of composition C37H43MnN4O6PS.

2S+1: 4
net charge: +2
energy: -3996.3404 hartree
highest occupied orbital energy (spin up / spin down): -12.892 / -12.857 eV

Last column: Mulliken charge in e.
Atoms and positions in Å:
Mn  -0.710  0.980  0.516  -0.15
C  -1.337  -5.322  -4.151  -1.00
O  -0.869  -4.348  -3.220  -0.43
C  0.054  -3.450  -3.662  0.62
C  0.488  -3.328  -4.973  -0.48
C  1.459  -2.383  -5.289  -0.87
C  2.016  -1.583  -4.306  -0.93
C  1.591  -1.714  -2.991  -0.16
C  0.593  -2.616  -2.676  0.37
N  0.107  -2.799  -1.358  0.15
C  -0.161  -1.852  -0.445  -0.83
N  -0.385  -2.349  0.823  0.04
C  -0.688  -1.572  1.965  0.73
C  -1.733  -0.640  2.046  0.37
C  -1.924  0.060  3.250  -0.40
C  -1.142  -0.200  4.353  -1.49
C  -0.135  -1.158  4.292  -0.44
C  0.097  -1.834  3.105  0.59
O  1.049  -2.783  2.933  -0.49
C  1.753  -3.247  4.090  -0.99
N  -0.170  -0.558  -0.615  1.53
C  -0.411  0.146  -1.831  0.56
C  0.340  1.302  -2.049  -0.07
C  0.105  2.122  -3.145  -1.35
C  -0.884  1.768  -4.043  -1.11
C  -1.647  0.621  -3.847  -0.55
C  -1.434  -0.189  -2.740  0.18
O  -2.139  -1.304  -2.461  0.42
C  -3.093  -1.738  -3.422  -1.45
H  -2.003  -5.974  -3.594  0.27
H  -0.506  -5.904  -4.553  0.41
H  -1.885  -4.848  -4.967  0.39
H  0.084  -3.963  -5.748  0.47
H  1.791  -2.293  -6.313  0.42
H  2.789  -0.871  -4.555  0.48
H  2.037  -1.112  -2.210  0.23
H  -0.273  -3.718  -1.175  0.31
H  0.130  -3.191  1.041  0.40
H  -2.742  0.764  3.322  0.59
H  -1.332  0.317  5.283  0.52
H  0.457  -1.372  5.169  0.53
H  2.373  -4.070  3.750  0.30
H  1.053  -3.599  4.848  0.40
H  2.384  -2.456  4.498  0.37
H  1.153  1.535  -1.370  0.31
H  0.703  3.008  -3.298  0.57
H  -1.075  2.381  -4.913  0.47
H  -2.411  0.366  -4.566  0.57
H  -3.498  -2.671  -3.042  0.20
H  -2.612  -1.916  -4.387  0.47
H  -3.894  -1.004  -3.538  0.46
S  -4.661  0.384  -0.518  -0.17
C  -4.435  -1.297  -0.403  -0.73
C  -3.388  -1.621  0.396  -1.05
C  -2.759  -0.478  0.972  -0.55
C  -3.370  0.705  0.567  0.72
C  -3.157  2.110  0.994  0.37
C  -4.205  2.994  1.196  -0.78
C  -3.915  4.299  1.566  -0.61
C  -2.594  4.685  1.734  -1.07
C  -1.600  3.752  1.515  -0.31
N  -1.876  2.496  1.146  0.72
H  -5.089  -1.968  -0.936  0.59
H  -3.082  -2.633  0.610  0.58
H  -5.227  2.663  1.081  0.59
H  -4.719  5.005  1.725  0.48
H  -2.331  5.691  2.026  0.50
H  -0.553  4.001  1.627  0.49
C  4.366  -0.200  0.730  -1.59
C  2.891  -0.290  1.025  1.62
O  2.511  0.824  1.889  -0.29
P  1.270  1.757  1.554  0.59
O  1.744  2.880  0.540  -0.01
C  2.951  3.684  0.761  -0.02
C  3.692  3.803  -0.544  -1.30
O  1.118  2.568  2.911  -0.21
C  1.533  2.105  4.229  0.20
C  2.770  2.847  4.663  -1.35
H  4.683  -1.079  0.168  0.44
H  4.943  -0.162  1.654  0.41
H  4.599  0.685  0.138  0.27
H  2.634  -1.202  1.562  0.00
H  2.293  -0.248  0.115  -0.98
H  3.554  3.208  1.534  0.17
H  2.613  4.650  1.133  0.32
H  4.042  2.830  -0.888  0.22
H  4.560  4.450  -0.417  0.44
H  3.054  4.241  -1.312  0.33
H  1.698  1.029  4.193  0.04
H  0.685  2.305  4.883  0.40
H  3.604  2.644  3.992  0.24
H  3.054  2.523  5.665  0.44
H  2.590  3.920  4.693  0.34

=====

Density functional theory data (ωB97M-V with the def2-TZVPD basis set) for a structure of composition C37H43N2O4PSrTe at a distorted geometry.

net charge: -2
energy: -2485.9552 hartree
highest occupied orbital energy: 0.566 eV

Last column: Mulliken charge in e.
Atoms and positions in Å:
Sr  0.066  0.813  -0.541  2.72
O  -2.032  -3.827  1.665  -0.73
C  -1.547  -4.223  0.463  0.44
C  -1.697  -5.545  0.087  -0.70
C  -1.225  -6.006  -1.139  -0.34
C  -0.582  -5.124  -1.997  -0.89
C  -0.419  -3.809  -1.628  -0.41
C  -0.890  -3.317  -0.402  0.28
C  -0.634  -1.935  -0.064  0.61
O  0.117  -1.232  -0.851  -0.94
N  -1.192  -1.433  1.048  -0.55
N  -0.867  -0.184  1.400  0.67
C  -1.641  0.315  2.368  -1.56
C  -1.618  1.671  2.773  0.74
C  -2.439  2.091  3.848  -0.75
C  -2.566  3.418  4.210  -0.68
C  -1.893  4.394  3.488  -0.41
C  -1.077  4.021  2.420  -0.13
C  -0.875  2.686  2.037  0.33
O  0.043  2.397  1.107  -1.15
H  -1.813  -2.853  1.729  0.52
H  -2.195  -6.217  0.774  0.40
H  -1.368  -7.043  -1.418  0.37
H  -0.215  -5.471  -2.955  0.43
H  0.099  -3.114  -2.281  0.29
H  -2.405  -0.332  2.810  0.11
H  -2.982  1.337  4.403  0.32
H  -3.198  3.696  5.043  0.34
H  -1.994  5.435  3.758  0.36
H  -0.556  4.770  1.835  0.48
O  2.181  -0.027  -3.226  -0.46
C  1.356  0.189  -2.361  -0.59
C  1.939  3.530  3.398  -1.57
C  1.993  2.283  4.290  0.80
C  0.929  2.421  5.370  -1.68
P  1.555  0.813  3.204  0.71
C  1.638  -0.685  4.348  0.51
C  0.217  -0.992  4.811  -1.01
C  2.660  -0.707  5.484  -1.75
C  3.152  0.534  2.261  0.12
C  2.917  -0.712  1.421  -2.34
C  3.343  1.681  1.283  -1.49
H  1.329  4.289  3.877  0.51
H  1.460  3.254  2.448  0.04
H  2.924  3.950  3.222  0.22
H  2.978  2.152  4.752  0.87
H  -0.041  2.465  4.882  0.17
H  1.093  3.336  5.937  0.55
H  0.950  1.583  6.057  0.25
H  1.886  -1.482  3.642  0.17
H  -0.184  -0.223  5.462  0.18
H  0.179  -1.950  5.325  0.50
H  -0.397  -1.020  3.915  -0.08
H  2.396  -0.025  6.286  0.29
H  3.647  -0.439  5.119  0.32
H  2.708  -1.712  5.904  0.48
H  4.018  0.431  2.931  0.70
H  1.920  -0.543  0.946  0.87
H  2.929  -1.628  2.002  0.31
H  3.673  -0.793  0.647  0.52
H  2.363  1.774  0.746  0.36
H  4.132  1.422  0.585  0.53
H  3.618  2.598  1.784  0.18
C  -0.229  2.018  -2.276  -1.59
H  -0.956  2.699  -2.800  0.14
H  0.787  2.254  -2.712  0.24
Te  -0.806  -0.002  -2.858  0.88
C  -1.044  0.698  -4.748  -0.09
C  -0.025  1.352  -5.398  0.10
C  -0.200  1.783  -6.695  -0.80
C  -1.421  1.568  -7.320  -0.44
C  -2.465  0.969  -6.634  -0.83
C  -2.272  0.556  -5.331  -0.30
C  -0.617  -1.710  -4.106  -0.27
C  0.187  -1.457  -5.193  -0.03
C  -0.220  -1.753  -6.475  -0.77
C  -1.512  -2.217  -6.676  -0.23
C  -2.363  -2.409  -5.597  -0.82
C  -1.910  -2.156  -4.318  -0.29
H  0.924  1.504  -4.876  0.22
H  0.603  2.283  -7.229  0.38
H  -1.572  1.884  -8.351  0.32
H  -3.429  0.831  -7.121  0.37
H  -3.081  0.102  -4.755  0.43
H  1.159  -0.999  -5.021  0.63
H  0.433  -1.562  -7.328  0.35
H  -1.863  -2.393  -7.692  0.33
H  -3.398  -2.714  -5.773  0.32
H  -2.576  -2.277  -3.458  0.41